Entry 1:
Entry from the Open Molecules 2025 dataset: a cluster of 19 separate species, C42H91NO22S in total (wB97M-V/def2-TZVPD).

Values from the calculation:
**LUMO energy**: 0.190 eV
**Gap between HOMO and LUMO**: 7.58 eV
**HOMO level**: -7.391 eV

Geometry as ORCA input:
```
! RIJCOSX wB97M-V def2-TZVPD def2/J DEFGRID3
* xyz 0 1
C 3.07 -4.93 -0.84
C 2.22 -3.83 -0.31
O 2.59 -2.77 0.08
O 0.88 -4.19 -0.24
C -0.05 -3.23 -0.62
O 0.12 -2.55 -1.58
C -1.27 -3.28 0.26
N -1.85 -1.98 0.60
C -3.03 -1.62 -0.11
C -4.20 -2.30 0.19
C -5.38 -2.04 -0.50
C -5.41 -1.05 -1.48
C -4.26 -0.33 -1.75
C -3.08 -0.60 -1.06
S -1.68 0.36 -1.48
C -0.68 0.12 -0.05
C 0.30 1.07 0.20
C 1.16 0.92 1.28
C 2.30 1.88 1.49
C 3.52 1.50 0.67
O 4.59 1.27 1.18
C 3.29 1.40 -0.80
C 2.97 0.16 -1.36
C 2.69 0.07 -2.71
C 2.74 1.20 -3.52
C 3.06 2.43 -2.97
C 3.33 2.54 -1.61
C 0.98 -0.16 2.15
C -0.04 -1.08 1.92
C -0.86 -0.96 0.80
H 2.54 -5.48 -1.61
H 3.25 -5.64 -0.03
H 4.01 -4.53 -1.20
H -1.01 -3.82 1.17
H -2.03 -3.85 -0.27
H -4.20 -3.06 0.96
H -6.28 -2.59 -0.26
H -6.32 -0.86 -2.02
H -4.26 0.45 -2.50
H 0.40 1.90 -0.49
H 2.57 1.97 2.54
H 1.99 2.87 1.14
H 2.92 -0.71 -0.72
H 2.42 -0.90 -3.12
H 2.52 1.11 -4.57
H 3.09 3.32 -3.57
H 3.57 3.49 -1.16
H 1.64 -0.29 2.99
H -0.17 -1.91 2.60
C 5.56 6.07 -0.71
O 4.37 6.80 -1.01
H 5.26 5.09 -0.34
H 6.18 5.94 -1.60
H 6.14 6.57 0.07
H 4.62 7.66 -1.36
C 4.17 -1.44 -5.99
O 4.82 -0.30 -5.44
H 3.52 -1.84 -5.22
H 3.56 -1.17 -6.86
H 4.88 -2.21 -6.28
H 5.40 0.07 -6.11
C -7.51 1.31 -3.78
O -6.16 1.71 -3.51
H -7.46 0.43 -4.41
H -8.04 1.05 -2.86
H -8.05 2.10 -4.30
H -6.18 2.49 -2.95
C -1.38 -2.93 5.76
O -0.81 -3.03 4.45
H -0.67 -2.38 6.38
H -2.32 -2.38 5.75
H -1.54 -3.92 6.18
H -1.46 -3.50 3.92
C 4.09 -0.79 4.00
O 3.03 -0.73 4.96
H 4.03 0.11 3.39
H 5.07 -0.82 4.48
H 3.98 -1.66 3.34
H 3.08 -1.53 5.50
C 6.21 2.86 -4.77
O 5.07 3.62 -5.17
H 5.84 1.90 -4.41
H 6.90 2.70 -5.60
H 6.75 3.36 -3.95
H 5.38 4.47 -5.49
C -0.79 -2.46 9.51
O -1.36 -1.49 8.65
H -0.92 -3.43 9.04
H 0.28 -2.29 9.66
H -1.28 -2.48 10.49
H -1.24 -0.62 9.05
C -2.81 1.98 -4.75
O -4.03 2.44 -5.34
H -1.98 2.42 -5.30
H -2.75 2.31 -3.71
H -2.73 0.89 -4.79
H -4.76 2.06 -4.84
C -9.20 -2.98 -1.91
O -8.57 -1.90 -2.59
H -9.76 -2.55 -1.09
H -9.89 -3.52 -2.56
H -8.46 -3.68 -1.51
H -8.07 -2.26 -3.33
C -6.12 1.27 2.05
O -6.92 0.09 2.05
H -6.42 1.86 2.91
H -5.06 1.03 2.14
H -6.28 1.86 1.14
H -6.66 -0.43 1.29
C 1.25 0.29 7.55
O 0.38 1.06 8.39
H 0.96 -0.75 7.64
H 1.17 0.59 6.51
H 2.29 0.40 7.88
H 0.64 1.98 8.30
C -1.86 -2.13 -4.42
O -3.07 -1.38 -4.38
H -1.20 -1.65 -5.14
H -1.37 -2.14 -3.44
H -2.06 -3.15 -4.75
H -3.65 -1.79 -3.73
C -3.02 -7.02 5.85
O -2.45 -5.96 5.08
H -3.53 -6.57 6.69
H -3.73 -7.59 5.24
H -2.24 -7.69 6.23
H -2.00 -6.36 4.33
C -5.79 -8.34 2.59
O -4.54 -8.58 3.25
H -5.81 -7.29 2.32
H -5.88 -8.94 1.69
H -6.63 -8.55 3.25
H -4.51 -9.51 3.49
C 10.30 3.26 -5.33
O 9.21 4.06 -5.77
H 9.89 2.32 -4.99
H 11.01 3.06 -6.15
H 10.84 3.74 -4.51
H 9.55 4.90 -6.08
C 5.81 8.89 2.59
O 6.38 8.75 1.30
H 6.58 9.29 3.24
H 4.96 9.58 2.59
H 5.48 7.93 3.00
H 5.70 8.39 0.72
C 2.70 3.33 5.06
O 1.58 3.92 4.40
H 3.58 3.60 4.49
H 2.82 3.71 6.08
H 2.62 2.24 5.09
H 0.78 3.68 4.89
C -2.84 3.96 -8.77
O -3.95 4.04 -7.90
H -2.81 4.88 -9.35
H -1.90 3.87 -8.22
H -2.92 3.12 -9.47
H -3.98 3.23 -7.37
*
```

Entry 2:
Entry from the Open Molecules 2025 dataset: a cluster of 9 separate species, C42H93O24P3S6 in total at a distorted geometry (wB97M-V/def2-TZVPD).

Values from the calculation:
**LUMO energy**: 0.218 eV
**Energy above the lowest of the compared OMol25 structures with the same formula, charge and spin**: 0.0 kJ/mol
**SMILES string**: CCOP(=O)(OCC)OCC.CCOP(=O)(OCC)OCC.CCOP(=O)(OCC)OCC.O=S1(=O)CCCC1.O=S1(=O)CCCC1.O=S1(=O)CCCC1.O=S1(=O)CCCC1.O=S1(=O)CCCC1.O=S1(=O)CCCC1
**Gap between HOMO and LUMO**: 10.01 eV
**HOMO level**: -9.791 eV

Geometry as ORCA input:
```
! RIJCOSX wB97M-V def2-TZVPD def2/J DEFGRID3
* xyz 0 1
C 4.79 -5.22 -2.86
C 3.24 -5.23 -3.07
O 2.85 -4.40 -4.17
P 2.80 -2.82 -3.94
O 2.05 -2.41 -2.73
O 4.36 -2.45 -4.02
C 4.81 -1.13 -4.26
C 5.80 -0.74 -3.17
O 2.24 -2.26 -5.30
C 0.86 -2.27 -5.77
C 0.71 -3.64 -6.42
H 5.10 -4.28 -2.42
H 5.02 -6.03 -2.16
H 5.17 -5.54 -3.82
H 3.02 -6.26 -3.37
H 2.76 -5.09 -2.10
H 5.40 -1.03 -5.19
H 3.98 -0.45 -4.43
H 6.46 0.04 -3.55
H 5.29 -0.29 -2.32
H 6.38 -1.58 -2.80
H 0.28 -2.26 -4.84
H 0.73 -1.43 -6.46
H -0.12 -3.67 -7.13
H 1.56 -4.04 -6.97
H 0.45 -4.32 -5.60
C 2.74 4.27 0.50
C 3.38 4.81 -0.75
O 4.65 5.40 -0.32
P 4.72 6.92 0.12
O 3.84 7.79 -0.68
O 4.36 6.86 1.72
C 3.62 7.98 2.26
C 4.11 8.22 3.66
O 6.29 7.26 0.08
C 6.66 8.61 0.41
C 6.83 9.41 -0.89
H 3.44 3.57 0.96
H 2.57 5.04 1.25
H 1.80 3.73 0.37
H 3.57 3.98 -1.42
H 2.78 5.64 -1.11
H 3.67 8.85 1.60
H 2.58 7.64 2.13
H 3.89 7.40 4.33
H 5.19 8.34 3.49
H 3.79 9.15 4.12
H 5.93 9.11 1.06
H 7.57 8.54 1.01
H 6.92 10.47 -0.66
H 7.70 9.03 -1.41
H 5.96 9.17 -1.51
C -3.12 -6.58 1.90
C -4.05 -5.86 0.90
O -4.94 -4.91 1.56
P -6.12 -4.20 0.79
O -6.85 -5.01 -0.20
O -7.04 -3.42 1.79
C -7.72 -4.17 2.81
C -8.76 -3.27 3.45
O -5.42 -2.99 0.00
C -4.53 -2.10 0.72
C -5.24 -0.96 1.45
H -2.14 -6.71 1.44
H -2.86 -5.91 2.73
H -3.58 -7.51 2.22
H -3.43 -5.22 0.27
H -4.74 -6.55 0.42
H -8.18 -5.10 2.49
H -6.99 -4.46 3.58
H -8.34 -2.28 3.66
H -9.57 -2.98 2.76
H -9.32 -3.73 4.26
H -3.95 -2.59 1.50
H -3.89 -1.65 -0.04
H -4.49 -0.26 1.81
H -5.93 -0.40 0.82
H -5.90 -1.38 2.20
O 1.76 2.58 -2.66
S 0.64 3.33 -3.20
O -0.18 4.06 -2.26
C 1.41 4.44 -4.49
C 1.19 3.79 -5.86
C 0.68 2.34 -5.68
C -0.21 2.33 -4.42
H 2.46 4.51 -4.23
H 0.89 5.40 -4.46
H 0.37 4.39 -6.28
H 1.90 3.88 -6.67
H 1.53 1.70 -5.46
H 0.17 2.00 -6.58
H -0.37 1.32 -4.02
H -1.16 2.83 -4.58
O -1.82 -1.66 2.61
S -1.84 -1.70 4.06
O -0.71 -1.23 4.84
C -3.35 -0.83 4.61
C -4.24 -1.79 5.39
C -3.83 -3.19 4.91
C -2.33 -3.30 4.73
H -3.66 -0.08 3.88
H -3.09 -0.08 5.37
H -4.07 -1.68 6.46
H -5.29 -1.60 5.17
H -4.23 -3.20 3.89
H -4.32 -4.01 5.44
H -1.90 -4.12 4.17
H -1.85 -3.29 5.71
O -3.88 -5.32 -3.37
S -2.45 -5.17 -3.55
O -1.93 -3.94 -4.06
C -1.38 -5.85 -2.19
C -0.44 -6.85 -2.82
C -1.27 -7.64 -3.85
C -1.95 -6.55 -4.68
H -2.09 -6.50 -1.66
H -1.07 -5.10 -1.47
H 0.37 -6.18 -3.15
H 0.08 -7.53 -2.14
H -1.86 -8.42 -3.37
H -0.69 -8.17 -4.61
H -2.86 -6.99 -5.07
H -1.36 -6.07 -5.45
O 4.27 2.35 3.27
S 3.67 1.61 4.37
O 4.42 0.57 5.07
C 3.06 2.85 5.61
C 1.57 2.98 5.49
C 1.04 1.70 4.86
C 2.10 1.09 3.90
H 3.64 3.77 5.51
H 3.28 2.42 6.59
H 1.08 3.08 6.47
H 1.31 3.93 5.02
H 0.04 1.76 4.42
H 0.81 0.93 5.60
H 1.84 1.61 2.97
H 2.00 0.02 3.71
O -1.48 0.42 -1.09
S -0.33 -0.44 -1.40
O -0.07 -0.82 -2.78
C 1.21 0.22 -0.68
C 1.27 -0.48 0.69
C 0.85 -1.91 0.38
C -0.50 -1.93 -0.33
H 1.19 1.30 -0.80
H 1.99 -0.28 -1.26
H 2.26 -0.67 1.11
H 0.53 -0.05 1.37
H 0.85 -2.42 1.34
H 1.59 -2.39 -0.28
H -1.26 -1.71 0.41
H -0.58 -2.85 -0.90
O -1.94 2.88 4.18
S -2.85 2.94 3.03
O -4.10 2.22 3.05
C -3.09 4.71 2.56
C -2.95 4.73 1.01
C -2.78 3.36 0.40
C -2.09 2.51 1.42
H -2.33 5.26 3.10
H -4.04 4.99 3.03
H -3.77 5.18 0.44
H -2.02 5.28 0.90
H -2.11 3.38 -0.46
H -3.71 2.83 0.17
H -1.00 2.64 1.48
H -2.11 1.42 1.34
*
```

Entry 3:
Entry from the Open Molecules 2025 dataset: a cluster of 6 separate species, C42H94F3N5O7 in total at a distorted geometry (wB97M-V/def2-TZVPD).

Values from the calculation:
**LUMO energy**: -3.464 eV
**Gap between HOMO and LUMO**: 2.25 eV
**HOMO level**: -5.714 eV

Geometry as ORCA input:
```
! RIJCOSX wB97M-V def2-TZVPD def2/J DEFGRID3
* xyz 2 1
N -0.92 1.12 -0.97
O -1.24 1.10 0.17
O -1.24 0.23 -1.69
O -0.29 2.07 -1.46
C 1.46 -3.02 -8.54
C 1.48 -1.83 -7.61
C 2.92 -1.61 -7.16
C 3.42 -2.72 -6.24
N 4.86 -2.38 -5.68
C 5.35 -3.48 -4.66
C 6.44 -2.89 -3.79
C 6.00 -1.43 -3.65
C 4.88 -1.14 -4.72
C 5.93 -2.16 -6.77
C 5.89 -3.08 -7.92
C 7.25 -3.24 -8.63
H 1.94 -3.94 -8.21
H 2.10 -2.87 -9.41
H 0.41 -3.25 -8.74
H 0.86 -1.92 -6.72
H 1.06 -0.99 -8.16
H 2.86 -0.66 -6.63
H 3.61 -1.47 -7.99
H 3.53 -3.62 -6.85
H 2.87 -2.85 -5.31
H 5.81 -4.35 -5.14
H 4.44 -3.78 -4.14
H 7.42 -2.99 -4.26
H 6.54 -3.42 -2.84
H 6.82 -0.77 -3.92
H 5.68 -1.10 -2.66
H 4.99 -0.21 -5.28
H 3.88 -1.12 -4.30
H 6.91 -2.09 -6.29
H 5.78 -1.18 -7.23
H 5.22 -2.63 -8.65
H 5.48 -4.08 -7.76
H 7.95 -3.99 -8.25
H 7.76 -2.27 -8.69
H 7.15 -3.46 -9.69
C -9.02 2.87 0.34
C -7.78 2.76 -0.60
C -8.20 2.47 -2.03
C -7.00 2.51 -2.95
N -7.33 2.49 -4.54
C -7.96 3.82 -4.98
C -6.81 4.89 -4.95
C -5.57 4.06 -5.10
C -5.96 2.64 -5.26
C -8.35 1.33 -4.95
C -7.83 -0.06 -4.68
C -8.84 -1.13 -5.07
H -9.51 3.84 0.21
H -8.54 3.02 1.31
H -9.73 2.06 0.40
H -7.06 1.99 -0.31
H -7.26 3.72 -0.56
H -8.97 3.18 -2.32
H -8.64 1.48 -1.99
H -6.26 1.73 -2.79
H -6.42 3.42 -2.78
H -8.21 3.58 -6.02
H -8.88 4.12 -4.47
H -6.89 5.53 -5.82
H -6.66 5.48 -4.05
H -4.98 4.37 -5.97
H -4.81 4.14 -4.32
H -6.05 2.37 -6.31
H -5.19 1.94 -4.94
H -8.46 1.40 -6.03
H -9.29 1.62 -4.48
H -7.55 -0.08 -3.63
H -6.90 -0.24 -5.23
H -8.49 -2.07 -4.66
H -8.94 -1.35 -6.13
H -9.79 -0.83 -4.64
C 3.72 8.23 5.63
C 3.54 6.71 5.60
N 2.39 6.22 4.63
C 2.48 4.67 4.79
C 0.97 6.72 5.03
C -0.25 5.87 4.60
C 2.64 6.73 3.17
C 3.59 5.83 2.32
O 4.93 6.25 2.67
C 5.73 6.81 1.62
H 3.92 8.57 6.65
H 2.85 8.85 5.43
H 4.36 8.52 4.79
H 3.14 6.45 6.58
H 4.51 6.22 5.58
H 1.91 4.42 5.69
H 3.47 4.23 4.74
H 2.08 4.23 3.88
H 0.96 7.81 4.95
H 1.05 6.47 6.09
H -0.53 6.01 3.55
H -1.22 6.04 5.05
H -0.08 4.81 4.79
H 2.91 7.78 3.18
H 1.68 6.61 2.67
H 3.48 5.85 1.24
H 3.49 4.75 2.46
H 5.43 7.82 1.37
H 5.68 6.23 0.70
H 6.76 6.79 1.99
C 3.80 -3.40 4.37
C 3.86 -4.62 5.37
N 5.16 -4.78 6.23
C 4.91 -5.96 7.15
C 6.46 -5.22 5.32
C 6.29 -6.45 4.43
C 5.60 -3.52 7.06
C 4.58 -3.18 8.16
O 3.37 -2.75 7.60
C 2.44 -2.44 8.58
H 4.52 -3.64 3.59
H 4.12 -2.46 4.83
H 2.82 -3.38 3.89
H 3.58 -5.53 4.84
H 3.16 -4.59 6.20
H 5.88 -6.28 7.54
H 4.57 -6.75 6.47
H 4.09 -5.70 7.81
H 7.37 -5.42 5.89
H 6.80 -4.42 4.66
H 6.26 -7.38 5.01
H 7.18 -6.58 3.81
H 5.50 -6.45 3.68
H 5.61 -2.71 6.33
H 6.64 -3.60 7.38
H 5.01 -2.34 8.71
H 4.46 -3.91 8.96
H 2.30 -3.29 9.25
H 1.53 -2.00 8.16
H 2.81 -1.61 9.18
C -8.19 -5.57 3.48
O -7.38 -4.66 4.24
O -8.26 -6.64 4.36
C -9.53 -4.92 2.90
F -10.06 -3.91 3.64
F -9.25 -4.41 1.74
F -10.54 -5.75 2.55
C -6.83 -3.49 3.66
C -6.11 -2.65 4.69
H -5.19 -3.13 5.00
H -5.88 -1.65 4.32
H -6.79 -2.40 5.50
H -7.58 -2.83 3.22
H -6.15 -3.77 2.86
H -7.63 -5.96 2.64
*
```

- Which of these has the highest HOMO level?
  C42H94F3N5O7